1.
Molecular formula: CH3NO4P
Method: DFT, ωB97M-V/def2-TZVPD

Positions of all 10 atoms, in Å:
1 C -1.62432 0.20315 0.12528
2 N -0.22317 0.66900 -0.01383
3 O -2.43119 1.07370 0.25897
4 O -1.74883 -1.03220 -0.08568
5 O 0.73482 -1.57529 -0.23556
6 O 2.35996 0.52825 -0.17267
7 P 1.09198 -0.28744 0.64072
8 H -0.38320 1.82379 0.77221
9 H -0.24511 -1.66456 -0.15096
10 H 2.46906 0.26160 -1.13849

Kohn-Sham gap	8.615	eV
E	-20056.78040	eV
total charge	-1
energy relative to the best compared isomer or geometry (same formula, charge and spin)	36.4	kcal per mole

2.
Molecular formula: C4H7NO
Method: DFT, ωB97M-V/def2-TZVPD

Positions of all 13 atoms, in Å:
1 N 1.95603 1.04974 0.45383
2 C 1.24149 0.07770 0.11674
3 O -0.06086 0.30147 -0.25879
4 C -0.93554 -0.76779 -0.40634
5 C -0.99089 -1.78072 0.44419
6 C -0.90305 1.86150 -0.74656
7 H 2.90179 0.73425 0.65634
8 H 1.50247 -0.98168 0.03867
9 H -1.56380 -0.60531 -1.27246
10 H -1.69391 -2.58505 0.26233
11 H -0.38286 -1.82735 1.34276
12 H 0.04812 2.39458 -0.93853
13 H -1.11898 2.12867 0.30784

Kohn-Sham gap	8.833	eV
E	-7793.36883	eV
energy relative to the best compared isomer or geometry (same formula, charge and spin)	144.7	kcal per mole

3.
Molecular formula: C18H15CdCl
Method: DFT, ωB97M-V/def2-TZVPD

Positions of all 35 atoms, in Å:
1 C -1.49486 -0.17634 2.51545
2 C -2.20754 0.72983 1.66997
3 C -1.33314 1.80972 1.34404
4 H -3.21965 0.58764 1.29770
5 C -0.08442 1.58130 2.00410
6 C -0.18549 0.35446 2.72621
7 H 0.60285 -0.11533 3.31315
8 H -1.88637 -1.10917 2.91683
9 H -1.56507 2.64245 0.68106
10 H 0.80847 2.20182 1.92556
11 Cd -1.26319 0.58014 -1.89712
12 Cl -2.92405 -1.01048 -0.93907
13 C -1.66605 1.36876 -4.09324
14 C -0.78607 2.39046 -3.59579
15 C -1.43853 3.05073 -2.51066
16 H 0.13730 2.72522 -4.07209
17 C -2.72467 2.44495 -2.31912
18 C -2.87653 1.40811 -3.30815
19 H -3.78410 0.83848 -3.49669
20 H -1.51654 0.78344 -5.00069
21 H -1.10230 3.97639 -2.04103
22 H -3.51287 2.80909 -1.65708
23 C 0.47947 -0.16104 -1.01004
24 C 1.22364 -0.87745 -0.32994
25 C 2.02613 -1.69845 0.49119
26 C 3.42218 -1.67761 0.34603
27 C 4.21287 -2.47626 1.16870
28 C 3.60376 -3.29275 2.13607
29 C 2.20753 -3.31595 2.28222
30 C 1.41618 -2.52676 1.45383
31 H 3.85262 -1.02463 -0.41408
32 H 5.30058 -2.44455 1.06492
33 H 4.22393 -3.91400 2.78486
34 H 1.72743 -3.93528 3.04345
35 H 0.32649 -2.52692 1.51945

Kohn-Sham gap	4.709	eV
E	-35992.88041	eV
total charge	-2
energy relative to the best compared isomer or geometry (same formula, charge and spin)	0.0	kcal per mole

4.
Molecular formula: C28H25ClNPPd
Method: DFT, ωB97M-V/def2-TZVPD

Positions of all 57 atoms, in Å:
1 C -2.10677 -1.65482 -2.51696
2 C -1.48646 -1.84100 -3.80916
3 C -1.28225 -0.54452 -4.37881
4 H -1.22457 -2.79900 -4.24897
5 C -1.70259 0.43879 -3.43752
6 C -2.25448 -0.24114 -2.30691
7 H -2.72820 0.22381 -1.44839
8 H -2.40602 -2.44904 -1.84662
9 H -0.88905 -0.34532 -5.37473
10 H -1.66079 1.51937 -3.57272
11 Pd 0.01717 -0.89789 -2.41871
12 Cl 0.38565 -3.15520 -1.23226
13 C 2.29437 -0.60098 -2.11529
14 C 1.90719 0.63646 -2.72282
15 C 1.44921 0.35294 -4.04119
16 H 1.99251 1.62038 -2.27067
17 C 1.57085 -1.05396 -4.26945
18 C 2.09796 -1.65339 -3.08575
19 H 2.31424 -2.70421 -2.93629
20 H 2.71694 -0.73649 -1.12681
21 H 1.09321 1.09436 -4.75272
22 H 1.33027 -1.59229 -5.18221
23 N -0.19897 0.06140 -0.67905
24 P -0.07028 0.22755 0.89603
25 C 1.55494 0.94042 1.19215
26 C 2.59925 0.19750 1.76776
27 C 3.85140 0.78779 1.96722
28 C 4.09563 2.08403 1.50404
29 C 3.08948 2.77880 0.82292
30 C 1.82684 2.20430 0.65482
31 C -1.43380 1.29903 1.44169
32 C -2.36178 0.88445 2.41959
33 C -3.44614 1.70043 2.75378
34 C -3.60191 2.94042 2.12672
35 C -2.68357 3.35955 1.15851
36 C -1.61739 2.52884 0.79733
37 C -0.18609 -1.17784 2.02277
38 C -0.92143 -2.30382 1.64916
39 C -1.15289 -3.32479 2.57154
40 C -0.62811 -3.23752 3.86401
41 C 0.09567 -2.10692 4.25388
42 C 0.29853 -1.06574 3.34568
43 H 2.44170 -0.83992 2.06092
44 H 4.63313 0.22399 2.47188
45 H 5.07369 2.54235 1.65398
46 H 3.28317 3.76613 0.40984
47 H 1.06085 2.72532 0.08350
48 H -2.24842 -0.08109 2.91827
49 H -4.16145 1.36310 3.50267
50 H -4.44203 3.57926 2.39487
51 H -2.79097 4.32935 0.67734
52 H -0.93635 2.83875 0.00186
53 H -1.26970 -2.39890 0.61722
54 H -1.74217 -4.18901 2.26988
55 H -0.78876 -4.04698 4.57650
56 H 0.50137 -2.02875 5.26177
57 H 0.84818 -0.17833 3.66392

Kohn-Sham gap (alpha / beta)	7.803 / 5.050	eV
E	-56216.68344	eV
energy relative to the best compared isomer or geometry (same formula, charge and spin)	0.0	kcal per mole
multiplicity	5

5.
Molecular formula: C3H3N3O2
Method: DFT, ωB97M-V/def2-TZVPD

Positions of all 11 atoms, in Å:
1 H -2.24111 -0.98759 0.01572
2 N -2.56851 -0.02438 0.03686
3 C -1.50858 0.64175 -0.01075
4 N -0.11359 0.09712 -0.04540
5 N 0.17593 -1.23930 -0.08765
6 C 1.44419 -1.22680 -0.01952
7 O 2.00681 0.00962 0.08423
8 C 1.00461 0.89127 0.00579
9 O 1.11319 2.07615 -0.06336
10 H -1.43423 1.77444 0.07577
11 H 2.12129 -2.01229 0.00831

Kohn-Sham gap	10.722	eV
E	-11723.83948	eV
energy relative to the best compared isomer or geometry (same formula, charge and spin)	48.8	kcal per mole
SMILES	[H]/N=C\n1ncoc1=O

6.
Molecular formula: C2H2AgFO2
Method: DFT, ωB97M-V/def2-TZVPD

Positions of all 8 atoms, in Å:
1 F -0.24154 -2.44893 0.65968
2 C 0.42238 -1.45392 0.22338
3 C 1.32794 -0.64370 0.09539
4 H 2.20154 -0.06486 0.34557
5 O -1.80514 0.59673 -0.46235
6 O -0.88848 1.67141 -0.85183
7 H -0.17096 1.15708 -1.39910
8 Ag -0.84575 1.18620 1.38926

Kohn-Sham gap	6.632	eV
E	-12909.69493	eV
energy relative to the best compared isomer or geometry (same formula, charge and spin)	131.4	kcal per mole

7.
Molecular formula: C6H12O2
Method: DFT, ωB97M-V/def2-TZVPD

Positions of all 20 atoms, in Å:
1 C -0.18874 -0.10616 2.51771
2 C 0.15634 0.45704 1.14808
3 C 0.08463 1.81969 1.16289
4 C 1.10299 -0.67683 -2.34974
5 O 0.67788 -2.02950 -2.39269
6 C 1.15415 0.02104 -1.03192
7 C 0.28982 -0.33327 -0.06086
8 H -0.81955 -0.97952 2.41384
9 H -0.86439 0.64289 2.97858
10 H 0.76421 -0.26393 3.13522
11 H 0.01615 2.39513 2.08328
12 H 0.16887 2.69012 0.43364
13 H 2.10195 -0.51222 -2.89829
14 H 0.27028 -0.22448 -2.95308
15 H 1.05352 -2.46597 -1.60527
16 H 1.62073 1.00900 -1.15096
17 H -0.27517 -1.24305 -0.08342
18 H -3.18915 0.08712 -0.24736
19 H -1.90666 -0.44696 -0.88983
20 O -2.21787 0.15983 -0.20980

Kohn-Sham gap (alpha / beta)	3.271 / 6.797	eV
E	-10508.10842	eV
total charge	-1
energy relative to the best compared isomer or geometry (same formula, charge and spin)	49.5	kcal per mole
multiplicity	2

8.
Molecular formula: C4H6O2
Method: DFT, ωB97M-V/def2-TZVPD

Positions of all 12 atoms, in Å:
1 C -0.45178 -0.86432 0.45078
2 C -0.95892 0.37646 0.65707
3 C -1.31888 -0.34937 -0.62102
4 H -0.29856 -1.81111 0.94504
5 H -1.50390 0.77503 1.49949
6 H -0.87600 0.00588 -1.55325
7 H -2.27722 -0.85123 -0.74876
8 O 1.43082 -0.80502 -0.16398
9 C 1.92288 0.33355 -0.19283
10 O 1.28791 1.44002 -0.03900
11 H 3.00454 0.43845 -0.37306
12 H 0.24244 1.16300 0.24684

Kohn-Sham gap	9.633	eV
E	-8336.41833	eV
energy relative to the best compared isomer or geometry (same formula, charge and spin)	93.2	kcal per mole
SMILES	C1=CC1.O=CO